DFT (wB97M-V/def2-TZVPD) results for a molecular structure, C50H47FeN5P2Te in a non-equilibrium geometry.

The geometry in XYZ format:
```
106
Properties=species:S:1:pos:R:3:lowdin_charge:R:1
Fe 0.11120 0.00114 -0.05210 0.3329
C -2.17314 -1.81354 -0.38103 -0.1027
N -1.99870 -0.37783 -0.59797 -0.1187
C -2.20758 0.02629 -1.98639 -0.0995
C -0.95763 -0.23663 -2.75438 -0.2875
N 0.20083 -0.39504 -2.16071 0.0767
C 1.14298 -0.43447 -3.15770 -0.2134
C 2.52944 -0.49952 -3.09097 -0.0217
C 3.22569 -0.41275 -4.27716 -0.0619
C 2.56879 -0.28916 -5.50584 -0.0577
C 1.19229 -0.23319 -5.59330 0.0062
C 0.49017 -0.29510 -4.40098 -0.1743
N -0.84916 -0.18498 -4.10070 0.2050
C -0.98527 -2.42598 0.28382 -0.3344
N 0.26831 -2.17156 -0.02001 0.0584
C 1.00618 -3.20221 0.54405 -0.2645
C 2.33810 -3.58747 0.37453 -0.0891
C 2.76617 -4.71568 1.04521 -0.0579
C 1.91256 -5.47207 1.85125 -0.0552
C 0.57662 -5.15553 1.97086 0.0049
C 0.14039 -4.02772 1.29342 -0.1764
N -1.11387 -3.50653 1.09114 0.1982
H -2.27483 -2.32519 -1.34528 0.1482
H -3.07418 -2.04053 0.19715 0.1410
H -2.66391 0.12792 -0.01759 0.0860
H -2.39013 1.10665 -2.00318 0.1390
H -3.07261 -0.46995 -2.44925 0.1437
H 3.02935 -0.60949 -2.13564 0.0541
H 4.30441 -0.43761 -4.26306 0.1124
H 3.16013 -0.22499 -6.40596 0.1155
H 0.68686 -0.13118 -6.54014 0.1210
H -1.59318 -0.03745 -4.76474 0.1831
H 2.98491 -3.08470 -0.33270 0.0767
H 3.78583 -5.04431 0.92706 0.1161
H 2.29717 -6.34485 2.35191 0.1157
H -0.10298 -5.76857 2.53781 0.1194
H -1.97084 -3.87654 1.46779 0.1815
C -1.65691 -0.64828 2.96614 -0.0471
C -0.35900 -0.81135 3.12511 -0.0802
P 1.02517 1.74512 1.53548 0.7935
C 1.31656 2.09916 3.28381 -0.4082
C 0.26869 2.13482 4.20128 -0.1331
C 0.53619 2.36266 5.53788 -0.0509
C 1.84539 2.51216 5.97065 -0.0480
C 2.89189 2.44629 5.06286 -0.0493
C 2.63356 2.24693 3.72018 -0.0939
C 2.08157 3.01626 0.73041 -0.3905
C 2.08118 4.31235 1.23232 -0.0734
C 2.92899 5.26891 0.70542 -0.0455
C 3.78480 4.94581 -0.33418 -0.0476
C 3.75608 3.66957 -0.87297 -0.0578
C 2.90469 2.71366 -0.35163 -0.1638
P -1.13288 2.05046 1.03980 0.9546
C -2.02509 3.35508 1.98093 -0.4278
C -3.40446 3.32979 1.78561 -0.1184
C -4.19793 4.34753 2.28249 -0.0634
C -3.61934 5.38262 2.99918 -0.0552
C -2.25355 5.38262 3.23433 -0.0519
C -1.45311 4.37316 2.72943 -0.1016
C -0.68889 3.02654 -0.43204 -0.4115
C -1.08574 4.32773 -0.71006 -0.0514
C -0.62963 4.93946 -1.86521 -0.0443
C 0.21099 4.26724 -2.73806 -0.0455
C 0.59574 2.96120 -2.46912 -0.0519
C 0.14372 2.34915 -1.31771 -0.2038
H -2.29097 -0.34401 3.77852 0.0730
H -2.13699 -0.83469 2.02101 0.0178
H 0.27669 -1.15349 2.31763 0.0038
H 0.11930 -0.64848 4.07559 0.0730
H -0.75029 2.00194 3.86408 0.0791
H -0.27764 2.42750 6.24337 0.1162
H 2.04755 2.68317 7.01610 0.1152
H 3.90973 2.55427 5.40276 0.1164
H 3.44800 2.21856 3.00692 0.1104
H 1.42664 4.57179 2.05014 0.0956
H 2.92463 6.26591 1.11584 0.1156
H 4.46760 5.68485 -0.72221 0.1154
H 4.39811 3.42031 -1.70410 0.1152
H 2.89997 1.72465 -0.80346 0.0402
H -3.84721 2.51720 1.22276 0.0933
H -5.26244 4.33277 2.10545 0.1127
H -4.23680 6.17943 3.38324 0.1148
H -1.80294 6.17683 3.80773 0.1146
H -0.39139 4.37746 2.92492 0.0823
H -1.73136 4.86542 -0.03199 0.1088
H -0.92630 5.95544 -2.07281 0.1162
H 0.57910 4.76291 -3.62244 0.1151
H 1.26441 2.44515 -3.14139 0.1164
H 0.43906 1.32597 -1.02693 0.0032
C 3.01116 -1.22951 2.73685 -0.3330
Te 2.78252 -0.44479 0.73651 1.4768
C 4.90769 0.02660 0.95469 -0.3213
C 5.39562 -0.74136 2.14395 -0.2895
C 6.75923 -0.83320 2.39520 -0.0294
C 7.21436 -1.50338 3.51524 -0.0607
C 6.30887 -2.08385 4.38900 -0.0625
C 4.95063 -2.00492 4.13721 -0.0294
C 4.48593 -1.33457 3.01101 -0.2759
H 2.53869 -2.21107 2.79768 0.0595
H 2.53435 -0.57249 3.46912 0.0514
H 5.06874 1.09824 1.09449 0.0658
H 5.42702 -0.27392 0.04395 0.0665
H 7.45916 -0.37553 1.71175 0.1211
H 8.27314 -1.56890 3.70663 0.1122
H 6.66197 -2.59971 5.26791 0.1114
H 4.24723 -2.46291 4.81821 0.1199
```

**E_HOMO (spin up / spin down)**: -11.497 / -11.705 eV
**Total charge**: +2
**Spin multiplicity**: 5


DFT (wB97M-V/def2-TZVPD) results for a molecular structure, C34H33N3O4PdSTe.

The geometry in XYZ format:
```
77
Properties=species:S:1:pos:R:3:lowdin_charge:R:1
Pd -1.62089 0.01567 0.06149 0.6285
C 3.27208 -2.63046 1.94472 -0.0169
O 3.10922 -1.44892 2.74490 -0.1558
C 4.03480 -0.45749 2.46738 -0.2741
C 5.19360 -0.36822 3.22463 0.0100
C 6.11275 0.63630 2.97074 -0.0420
C 5.86730 1.55936 1.96202 -0.0502
C 4.70006 1.48572 1.22338 0.0004
C 3.77028 0.47982 1.47433 -0.1615
N 2.63366 0.39897 0.61643 0.1823
C 1.30713 0.41690 0.87847 -0.3223
N 0.94373 0.26952 2.21465 0.1823
C -0.28896 0.44524 2.80205 -0.1337
C -1.50371 0.42678 2.10036 -0.1786
C -2.67485 0.55715 2.80895 -0.0551
C -2.72123 0.66520 4.22831 -0.0126
C -1.56419 0.69286 4.93371 0.0301
C -0.31636 0.65014 4.25374 -0.1447
O 0.70248 0.84140 5.05531 0.0200
C 2.07954 1.14444 4.73963 0.0279
N 0.41794 0.65211 -0.03754 0.0306
C 0.80542 0.83082 -1.39910 -0.2425
C 0.58493 2.06634 -1.99553 -0.0180
C 0.83919 2.25777 -3.34362 -0.0625
C 1.30158 1.19186 -4.10117 -0.0524
C 1.51130 -0.05517 -3.52574 -0.0053
C 1.26000 -0.24831 -2.17229 -0.2528
O 1.40513 -1.44182 -1.52523 -0.1995
C 1.89749 -2.54179 -2.28585 -0.0683
H 2.55878 -3.35998 2.31789 0.0985
H 4.28705 -3.01330 2.05793 0.1061
H 3.07444 -2.40042 0.89455 0.0844
H 5.36076 -1.10300 4.00098 0.1353
H 7.01906 0.69725 3.55587 0.1197
H 6.58117 2.34310 1.75354 0.1182
H 4.49930 2.20970 0.44453 0.1250
H 2.83147 0.61695 -0.35264 0.1515
H 1.67945 -0.16023 2.76918 0.1079
H -3.62031 0.55228 2.27443 0.1054
H -3.67565 0.73840 4.72996 0.1276
H -1.52747 0.80421 6.00730 0.1392
H 2.44941 1.63101 5.63616 0.1174
H 2.13063 1.81600 3.88577 0.1110
H 2.61363 0.21177 4.57481 0.0904
H 0.21250 2.87366 -1.37702 0.1237
H 0.67696 3.22536 -3.79486 0.1144
H 1.50325 1.32135 -5.15491 0.1184
H 1.86684 -0.87028 -4.13867 0.1141
H 1.96548 -3.37823 -1.59479 0.0879
H 2.88459 -2.32314 -2.69706 0.1069
H 1.20914 -2.79547 -3.09574 0.1014
Te -1.04636 -2.55783 0.21712 1.2460
C -2.89064 -3.33676 -0.03017 -1.0471
C -3.19730 -4.68969 -0.06661 -0.2113
C -4.57283 -4.92000 -0.23475 -0.1453
C -5.29034 -3.75263 -0.32115 -0.3625
S -4.30182 -2.37427 -0.20316 0.9518
H -2.45840 -5.47041 0.02753 0.1097
H -5.02105 -5.89922 -0.28868 0.1210
H -6.35588 -3.64955 -0.44275 0.0857
C -4.04838 3.53873 -1.39218 0.0069
C -3.48240 2.15279 -1.44484 -0.3516
O -3.32841 1.53918 -0.38736 -0.0315
C -3.15460 1.54667 -2.76139 -0.1548
C -3.56011 2.17390 -3.93982 -0.0056
C -3.28284 1.59937 -5.17214 -0.0400
C -2.58435 0.40447 -5.23861 -0.0434
C -2.16603 -0.22945 -4.07313 -0.0549
C -2.46264 0.34005 -2.85174 -0.0465
H -4.05062 3.88966 -0.36486 0.0946
H -5.07637 3.52233 -1.76210 0.1096
H -3.48719 4.22139 -2.02850 0.0972
H -4.10380 3.10561 -3.90615 0.1156
H -3.61402 2.08665 -6.07792 0.1182
H -2.36668 -0.03602 -6.20171 0.1176
H -1.61526 -1.15873 -4.12439 0.1127
H -2.12155 -0.17539 -1.94691 0.0403
```

**E_HOMO (spin up / spin down)**: -12.580 / -13.615 eV
**Total charge**: +2
**Spin multiplicity**: 5


DFT (wB97M-V/def2-TZVPD) results for 2 unconnected molecules or ions with the total composition C5H12NO2 in a non-equilibrium geometry.

The geometry in XYZ format:
```
20
Properties=species:S:1:pos:R:3:nbo_charge:R:1
C -0.36664 -0.48722 0.13926 0.2933
C -2.43475 -1.64982 -0.87178 -0.4500
C -0.60275 -0.51740 -2.09477 -0.4086
C 2.08161 1.13662 2.38475 -0.2689
C 2.04352 1.79311 0.08587 0.3761
N -1.12009 -0.98706 -0.82366 -0.4505
O -0.57356 -0.48344 1.37016 -0.6601
O 2.50007 1.08297 0.96937 -0.3157
H -3.33432 -0.86963 -1.06830 0.2399
H -2.69832 -1.89537 0.23617 0.1987
H -2.27210 -2.52843 -1.49887 0.2417
H -0.52609 -1.16248 -2.97415 0.2195
H 0.27511 0.06695 -1.94548 0.2187
H -1.39637 0.14659 -2.60636 0.1932
H 1.97868 2.19124 2.67420 0.2187
H 2.87948 0.54325 2.91585 0.2489
H 1.12743 0.68075 2.33201 0.2455
H 1.30903 2.53054 0.08326 0.1942
H 2.39460 1.56533 -0.94353 0.2049
H -1.26455 -1.15647 1.63600 0.4606
```

**E_HOMO (spin up / spin down)**: -11.717 / -11.717 eV
**Total charge**: +1


no.,M (g mol⁻¹)
1,963.35
2,813.74
3,118.16